(1)
{"formula": "C2H4N2O3S", "method": "the ωB97M-V functional and the def2-TZVPD basis", "elements": ["C", "C", "N", "N", "O", "O", "O", "S", "H", "H", "H", "H"], "coordinates": [[-0.036, 0.714, 0.258], [1.124, -1.175, 0.060], [2.573, 0.843, -1.374], [-1.219, 1.359, 0.045], [3.456, -0.166, 0.875], [0.937, 1.207, 0.819], [-0.027, -0.550, -0.275], [2.463, 0.127, -0.158], [1.302, -1.590, 1.115], [1.178, -2.000, -0.621], [-1.540, 2.314, 0.410], [-1.968, 1.070, -0.691]], "lumo_energy_ev": 0.2, "homo_lumo_gap_ev": 9.86}



(2)
{"formula": "C21H36P2PtSe", "method": "the ωB97M-V functional and the def2-TZVPD basis", "elements": ["P", "P", "C", "C", "H", "H", "H", "H", "C", "H", "H", "H", "C", "H", "H", "H", "C", "H", "H", "H", "C", "H", "H", "H", "Pt", "C", "C", "C", "C", "C", "C", "C", "C", "C", "H", "H", "H", "H", "H", "H", "H", "H", "H", "H", "H", "H", "H", "H", "H", "Se", "C", "C", "C", "C", "C", "C", "H", "H", "H", "H", "H"], "coordinates": [[0.589, 0.857, -1.657], [-0.169, -1.809, -2.730], [1.657, -0.021, -3.010], [0.455, -0.427, -3.825], [2.198, -0.878, -2.529], [2.363, 0.551, -3.641], [-0.427, 0.258, -3.789], [0.691, -0.702, -4.831], [1.200, -2.793, -1.960], [0.822, -3.678, -1.438], [1.774, -2.235, -1.218], [1.856, -3.133, -2.768], [-0.544, -2.966, -4.080], [0.413, -3.467, -4.283], [-0.825, -2.354, -4.938], [-1.280, -3.750, -3.827], [2.370, 1.725, -1.533], [2.328, 2.664, -0.987], [2.777, 1.984, -2.531], [3.076, 1.046, -1.060], [0.263, 2.402, -2.761], [-0.797, 2.468, -3.013], [0.872, 2.410, -3.690], [0.550, 3.308, -2.203], [-1.240, -0.986, -1.210], [2.209, 0.784, 2.239], [3.253, 1.535, 1.810], [3.474, 3.017, 1.919], [2.186, 3.756, 2.310], [1.387, 4.131, 1.122], [0.304, 3.381, 0.752], [-0.141, 2.050, 1.397], [0.674, 0.956, 2.202], [-3.020, -0.391, 0.010], [2.531, -0.158, 2.744], [4.144, 0.936, 1.551], [3.839, 3.283, 0.924], [4.265, 3.244, 2.678], [1.601, 3.124, 2.988], [2.502, 4.686, 2.781], [1.684, 4.958, 0.488], [-0.251, 3.609, -0.175], [-0.447, 1.441, 0.527], [-1.071, 2.174, 2.005], [0.190, 0.945, 3.210], [0.386, -0.071, 1.847], [-3.773, -1.092, -0.420], [-3.476, 0.611, -0.042], [-2.930, -0.554, 1.099], [-2.122, -3.126, -0.155], [-2.849, -3.206, 1.588], [-2.004, -3.057, 2.693], [-2.566, -2.796, 3.942], [-3.967, -2.750, 4.115], [-4.798, -3.088, 3.028], [-4.244, -3.377, 1.772], [-0.924, -3.119, 2.517], [-1.939, -2.693, 4.829], [-4.432, -2.523, 5.070], [-5.840, -3.302, 3.207], [-4.809, -3.792, 0.939]], "spin_multiplicity": 3, "lumo_energy_ev": [0.6, -2.1], "homo_lumo_gap_ev": [6.74, 5.31]}



(3)
{"formula": "C4H10N3", "method": "the ωB97M-V functional and the def2-TZVPD basis", "elements": ["C", "C", "C", "C", "N", "N", "N", "H", "H", "H", "H", "H", "H", "H", "H", "H", "H"], "coordinates": [[0.039, -2.097, -0.342], [-0.235, 2.084, 0.374], [0.367, -1.110, 0.742], [0.468, 1.163, -0.611], [2.545, -0.162, -0.284], [2.412, 0.436, 0.750], [1.199, 0.110, 0.090], [-0.603, -1.664, -1.105], [0.934, -2.498, -0.812], [-0.501, -2.928, 0.108], [-1.075, 1.589, 0.855], [0.449, 2.448, 1.139], [-0.621, 2.943, -0.167], [1.020, -1.515, 1.512], [-0.509, -0.641, 1.182], [1.192, 1.719, -1.213], [-0.244, 0.680, -1.282]], "lumo_energy_ev": -5.6, "homo_lumo_gap_ev": 11.51, "charge": 1}



(4)
{"formula": "C4H18NO6", "method": "the ωB97M-V functional and the def2-TZVPD basis", "elements": ["C", "C", "C", "O", "N", "C", "O", "H", "H", "H", "H", "H", "H", "H", "H", "H", "H", "H", "H", "O", "H", "H", "O", "H", "H", "O", "H", "H", "O"], "coordinates": [[0.980, -1.930, 0.445], [0.451, -1.731, -0.896], [-1.081, -1.776, -0.883], [-1.615, -0.653, -0.098], [1.236, -0.671, 1.097], [2.223, 0.286, 0.545], [1.860, 1.063, -0.496], [0.233, -2.568, 1.069], [1.973, -2.397, 0.427], [0.768, -0.875, -1.487], [0.818, -2.498, -1.591], [-1.609, -1.733, -1.824], [-1.480, -2.621, -0.250], [-1.296, 0.297, -0.406], [0.291, -0.317, 1.524], [2.645, 0.847, 1.414], [2.961, -0.480, 0.115], [0.878, 1.549, -0.448], [-0.971, 2.655, -0.532], [-0.708, 1.811, -0.699], [-2.440, -0.519, 1.166], [-1.948, -0.583, 2.681], [-2.643, -0.485, 2.101], [-0.477, 1.718, 0.855], [0.483, 1.748, 2.003], [-0.500, 1.681, 1.926], [1.162, 1.163, -2.554], [-0.435, 1.577, -2.485], [0.373, 1.397, -3.067]], "lumo_energy_ev": 3.6, "homo_lumo_gap_ev": 8.67, "charge": -1}



So what do the calculations give for energy above the lowest of the compared OMol25 structures with the same formula, charge and spin? Going down the list: 78.9; 58.9; 107.0; 41.3 kcal per mole.